C6H10Cl12NO | ωB97M-V with the def2-TZVPD basis set

Geometry as XYZ:
```
30
Properties=species:S:1:pos:R:3:forces:R:3:nbo_charge:R:1
C -3.423 4.292 -0.693 0.2 -0.1 0.1 -0.242
O -2.457 3.401 -1.175 0.0 0.2 0.1 -0.584
C -2.456 3.317 -2.606 0.6 -1.3 -0.7 0.106
N -1.750 2.147 -2.993 0.1 0.0 0.5 -1.150
H -2.989 4.892 0.108 0.0 0.1 0.2 0.161
H -4.285 3.749 -0.295 -0.2 0.0 0.1 0.153
H -3.781 4.977 -1.459 0.0 0.1 -0.2 0.161
H -3.508 3.272 -2.951 -0.3 0.4 0.1 0.079
H -1.978 4.226 -3.025 -0.3 0.6 0.3 0.081
H -1.842 2.127 -4.007 0.2 -0.3 -0.1 0.294
C -1.223 -0.025 -0.676 -0.2 0.1 0.0 -0.297
Cl 0.324 -0.837 -1.015 0.1 0.0 -0.1 -0.050
Cl -2.550 -0.895 -1.431 0.1 0.0 0.1 0.016
Cl -1.449 0.072 1.082 0.0 0.0 0.0 -0.034
H -1.194 0.983 -1.101 -0.1 0.0 -0.4 0.324
C 1.214 -3.595 1.222 -0.1 0.0 0.1 -0.286
Cl 2.780 -4.355 0.901 0.1 0.0 0.0 -0.012
Cl -0.090 -4.514 0.480 0.0 0.0 0.0 0.027
Cl 0.954 -3.424 2.959 0.0 0.0 0.0 0.011
H 1.219 -2.607 0.780 0.0 0.0 0.0 0.253
C 0.886 3.743 0.937 -0.2 -0.3 -0.2 -0.287
Cl 1.128 5.446 0.520 0.1 0.1 0.0 -0.011
Cl -0.607 3.543 1.859 0.1 0.1 0.1 0.012
Cl 0.853 2.729 -0.494 0.0 0.2 -0.1 0.062
H 1.716 3.430 1.554 0.0 0.1 0.1 0.214
C 4.795 -7.190 2.279 0.0 0.0 0.0 -0.286
Cl 4.907 -8.952 2.257 0.0 0.0 0.0 0.010
Cl 5.169 -6.559 3.882 0.0 0.0 0.0 0.018
Cl 5.857 -6.480 1.062 0.0 0.0 0.0 0.019
H 3.778 -6.913 2.038 0.0 0.0 0.0 0.238
```
Forces are in eV/Å.

Values from the calculation:
DFT total energy (eV): -160189.6283
Molecular weight (g mol⁻¹): 537.59
Lowest unoccupied orbital energy (eV): 1.855
Multiplicity: 1
Charge: -1
HOMO-LUMO gap (eV): 3.73